(1)
Below is a 2-piece molecular cluster, C6H12N2O4 overall in a non-equilibrium geometry, with properties calculated with wB97M-V/def2-TZVPD.

CARTESIAN COORDINATES (ANGSTROEM)
C 1.764 -0.707 -1.814
C -0.330 1.381 2.024
C -1.453 -0.722 0.966
C 0.299 -0.145 -1.715
C -0.314 0.202 1.096
C 0.038 1.078 -0.896
N 1.229 1.903 -0.908
N -1.214 1.727 -1.129
O 1.091 2.976 -1.406
O 2.161 1.470 -0.293
O -2.173 1.003 -1.465
O -1.368 2.902 -0.830
H 1.717 -1.695 -2.280
H 2.416 0.018 -2.471
H 2.180 -0.949 -0.822
H -0.686 2.298 1.675
H -1.128 1.209 2.829
H 0.632 1.439 2.611
H -1.087 -1.774 1.147
H -2.325 -0.493 1.632
H -1.800 -0.734 -0.094
H -0.285 -0.951 -1.513
H 0.015 0.160 -2.840
H 0.751 -0.183 1.033

Cartesian forces, eV/Å:
0.222 1.095 -0.577
-0.333 -2.207 2.725
-0.251 -1.208 -0.506
2.071 1.480 -2.851
1.605 -0.602 3.292
0.813 -0.290 -4.331
-2.416 0.291 1.721
-1.627 0.172 0.685
1.022 1.604 -1.277
1.549 -0.312 0.560
1.224 0.132 -0.191
0.288 0.001 0.076
-0.161 0.345 -0.448
-0.934 -1.609 1.602
0.095 0.701 -0.433
0.046 1.811 -1.111
0.857 -0.139 -0.827
-0.870 0.415 -0.969
-0.504 0.836 0.016
0.809 -0.094 -0.583
-0.204 -0.101 0.803
-2.146 -1.975 0.803
0.298 -0.430 2.306
-1.455 0.086 -0.487

Computed properties:
- energy above the lowest of the compared OMol25 structures with the same formula, charge and spin (kcal/mol) = 121.1
- multiplicity = 3
- DFT total energy (eV) = -17575.071
- charge = 0
- E_HOMO (alpha / beta) (eV) = -6.81 / -10.78
- expectation value of S² = 2.011

---

(2)
Below is one molecule with the formula C6H12N2OSi, with properties calculated with wB97M-V/def2-TZVPD.

CARTESIAN COORDINATES (ANGSTROEM)
C -2.139 -1.544 -0.003
C -3.482 -1.184 -0.001
C -1.422 -0.350 -0.003
C 1.377 -1.576 -0.008
C 0.800 1.077 1.568
C 0.805 1.092 -1.561
N -3.606 0.141 0.000
N -2.377 0.589 -0.001
O -2.166 1.943 -0.001
Si 0.414 0.067 -0.002
H -1.727 -2.532 -0.003
H -4.355 -1.805 0.000
H 2.447 -1.397 -0.012
H 1.148 -2.173 0.869
H 1.141 -2.172 -0.884
H 1.851 1.342 1.616
H 0.226 1.998 1.585
H 0.559 0.521 2.470
H 1.858 1.353 -1.604
H 0.564 0.547 -2.469
H 0.235 2.016 -1.569
H -3.055 2.333 0.000

Cartesian forces, eV/Å:
0.203 0.010 -0.001
0.065 0.065 0.000
0.837 0.152 -0.004
-0.434 0.604 0.003
-0.133 -0.384 -0.597
-0.141 -0.391 0.592
-0.676 0.415 0.001
-0.519 -0.112 0.000
0.295 0.129 -0.001
0.484 0.110 0.007
0.125 -0.205 -0.001
-0.181 -0.089 0.000
0.198 0.107 0.000
-0.080 -0.069 0.196
-0.081 -0.068 -0.197
0.223 0.023 -0.050
-0.136 0.140 -0.056
-0.068 -0.156 0.102
0.222 0.020 0.052
-0.068 -0.155 -0.104
-0.136 0.139 0.057
0.001 -0.286 0.000

Computed properties:
- energy above the lowest of the compared OMol25 structures with the same formula, charge and spin (kcal/mol) = 21.3
- structure (SMILES) = C[Si](C)(C)c1ccnn1O
- DFT total energy (eV) = -19321.033
- charge = 0
- E_HOMO (eV) = -9.10

---

(3)
Below is C6H12N2P as an isolated structure in a non-equilibrium geometry, with properties calculated with wB97M-V/def2-TZVPD.

CARTESIAN COORDINATES (ANGSTROEM)
C 0.003 -1.444 0.309
C -0.285 0.822 -0.047
C 0.557 -2.664 -0.152
C -0.885 2.497 -0.937
C 0.190 -0.368 -2.130
C 0.284 0.844 2.869
N -0.378 -1.055 1.409
N 0.042 -0.249 -0.678
P -0.962 0.484 1.522
H 0.353 -3.501 0.460
H 1.643 -2.649 -0.086
H 0.440 -2.779 -1.181
H -0.056 3.189 -1.045
H -1.631 2.802 -0.217
H -1.406 2.313 -1.953
H -0.664 0.174 -2.487
H 0.206 -1.399 -2.419
H 1.047 0.220 -2.534
H 1.291 0.574 2.555
H 0.001 0.288 3.745
H 0.211 1.900 2.996

Cartesian forces, eV/Å:
0.815 2.950 -4.632
-2.974 7.241 -2.380
1.625 -0.617 0.521
0.047 -3.383 -0.074
0.492 1.725 0.421
-0.758 0.844 0.032
-2.573 -0.930 3.768
1.694 -4.933 -0.456
2.716 -1.041 1.457
-0.923 -0.924 0.419
0.506 0.573 0.232
-0.733 -0.718 -1.509
0.085 -0.268 0.232
-0.005 0.274 0.146
1.057 -0.121 1.753
-0.641 -0.262 -0.800
-0.004 -0.196 -0.320
-0.217 -0.783 0.569
-0.220 -0.215 -0.485
-0.150 -0.039 0.436
0.160 0.824 0.670

Computed properties:
- energy above the lowest of the compared OMol25 structures with the same formula, charge and spin (kcal/mol) = 62.2
- multiplicity = 3
- DFT total energy (eV) = -18673.075
- charge = +1
- E_HOMO (alpha / beta) (eV) = -10.71 / -14.69
- expectation value of S² = 2.008

---

(4)
Below is a 2-piece molecular cluster, C6H12N2S overall in a non-equilibrium geometry, with properties calculated with wB97M-V/def2-TZVPD.

CARTESIAN COORDINATES (ANGSTROEM)
C -0.790 -3.520 -0.047
C -0.949 -1.801 1.919
C -1.041 -2.214 0.625
C -1.456 -0.100 0.608
N -1.273 -0.467 1.897
N -1.314 -1.134 -0.180
H -0.842 -2.334 2.845
H -1.461 0.098 2.710
H -0.054 -3.453 -0.850
H -1.713 -3.846 -0.533
H -1.761 0.887 0.312
H -0.420 -4.271 0.654
C 0.524 2.945 -0.461
C 1.886 0.696 -0.856
S 1.722 2.317 -1.624
H 0.122 3.894 -0.854
H -0.465 2.500 -0.414
H 1.004 3.210 0.471
H 2.531 -0.011 -1.380
H 0.936 0.160 -0.831
H 2.347 0.798 0.128

Cartesian forces, eV/Å:
-0.057 -0.338 0.176
-0.702 -0.311 0.113
0.880 0.247 -0.788
-0.354 -0.678 0.080
0.075 0.600 0.585
-0.216 0.379 -0.301
0.185 -0.058 0.045
0.195 -0.028 -0.166
0.046 0.320 0.119
0.062 -0.216 0.200
0.092 0.072 0.022
-0.271 -0.045 -0.043
-0.795 1.926 -0.719
0.326 -0.774 0.092
-0.225 -0.566 -0.176
0.866 0.215 -0.151
0.406 -1.223 0.426
-0.260 -0.386 0.496
0.236 0.524 -0.472
-0.129 0.336 0.319
-0.360 0.004 0.143

Computed properties:
- energy above the lowest of the compared OMol25 structures with the same formula, charge and spin (kcal/mol) = 12.7
- structure (SMILES) = Cc1c[nH]cn1.CSC
- DFT total energy (eV) = -20231.616
- charge = 0
- E_HOMO (eV) = -8.42

---

(5)
Below is a 2-piece molecular cluster, C6H12N2S overall in a non-equilibrium geometry, with properties calculated with wB97M-V/def2-TZVPD.

CARTESIAN COORDINATES (ANGSTROEM)
C 1.858 1.399 1.525
C 2.912 -0.804 0.392
S 3.447 0.550 1.482
H 1.295 1.143 0.634
H 1.214 1.173 2.405
H 2.149 2.437 1.653
H 3.429 -1.718 0.730
H 3.092 -0.774 -0.684
H 1.857 -0.979 0.564
C -2.105 1.567 -0.125
C -1.983 -0.944 -0.073
C -1.634 0.253 -0.651
C -1.089 -1.262 -2.077
N -1.635 -1.875 -1.014
N -1.088 0.065 -1.899
H -2.614 -1.140 0.775
H -1.746 -2.870 -0.912
H -1.560 2.447 -0.421
H -2.007 1.488 0.951
H -0.626 -1.801 -2.893
H -3.166 1.645 -0.362

Cartesian forces, eV/Å:
-0.139 0.237 1.191
0.561 -1.348 0.542
-0.324 -0.566 -0.623
0.042 0.575 -0.214
0.581 -0.289 -0.438
-0.514 0.313 -0.532
-0.173 0.303 -0.045
0.100 0.790 0.082
-0.202 -0.018 -0.001
0.032 -0.591 0.580
0.087 0.590 -0.764
-0.497 0.071 -0.483
0.315 1.463 0.283
-0.096 -1.189 0.287
0.156 -1.139 0.158
0.240 -0.206 0.126
0.055 0.052 -0.032
0.212 0.135 -0.483
-0.219 0.276 0.363
-0.238 0.134 0.043
0.021 0.408 -0.041

Computed properties:
- energy above the lowest of the compared OMol25 structures with the same formula, charge and spin (kcal/mol) = 15.2
- structure (SMILES) = Cc1c[nH]cn1.CSC
- DFT total energy (eV) = -20231.505
- charge = 0
- E_HOMO (eV) = -8.33

---

(6)
Below is an isolated ion of composition C6H12N3 and charge +1 in a non-equilibrium geometry, with properties calculated with wB97M-V/def2-TZVPD.

CARTESIAN COORDINATES (ANGSTROEM)
C 0.244 -2.107 0.102
C 1.086 -0.941 0.064
C 0.653 0.203 0.631
C -1.868 -1.142 0.507
C 2.355 -1.112 -0.715
C 1.309 1.528 0.563
N -0.992 -2.116 0.429
N -1.859 -0.144 -0.319
N -3.067 0.622 -0.412
H 0.655 -3.064 -0.198
H -2.681 -1.299 1.227
H -0.176 0.162 1.321
H 2.143 -1.176 -1.780
H 2.838 -2.040 -0.412
H 3.047 -0.295 -0.548
H 0.589 2.274 0.225
H 2.165 1.551 -0.102
H 1.623 1.832 1.563
H -3.576 0.373 -1.279
H -2.803 1.616 -0.483
H -3.716 0.484 0.391

Cartesian forces, eV/Å:
-0.338 0.083 0.316
0.168 0.717 0.101
1.172 -0.505 0.436
-1.381 0.732 -0.143
-0.039 0.102 -0.058
0.119 -0.015 0.002
0.379 -1.047 0.085
-0.108 0.023 -0.961
-0.614 -0.194 0.465
0.110 -0.088 -0.037
0.030 0.124 0.060
-0.054 -0.040 -0.088
0.096 -0.025 -0.144
0.100 -0.021 -0.029
0.091 0.000 -0.014
-0.058 0.110 -0.036
0.019 0.041 -0.027
0.020 0.059 0.010
0.238 0.104 0.360
-0.183 -0.377 0.109
0.236 0.219 -0.406

Computed properties:
- energy above the lowest of the compared OMol25 structures with the same formula, charge and spin (kcal/mol) = 84.4
- structure (SMILES) = C/C=C(C)/C=N\C=N\[NH3+]
- DFT total energy (eV) = -10877.658
- charge = +1
- E_HOMO (eV) = -12.57

---

(7)
Below is an isolated ion of composition C6H12N3O2 and charge +1 in a non-equilibrium geometry, with properties calculated with wB97M-V/def2-TZVPD.

CARTESIAN COORDINATES (ANGSTROEM)
C 3.671 0.593 0.110
C 2.481 0.948 0.684
C 2.496 -1.130 -0.084
C -3.040 -0.484 -0.268
C -1.875 -0.359 0.767
C -0.605 -0.182 0.009
N 3.676 -0.647 -0.406
N 1.738 -0.237 0.498
N -0.562 1.228 -0.510
O -0.556 -0.948 -1.065
O 0.399 -0.405 0.926
H 4.611 1.272 0.252
H 2.181 1.794 1.206
H 2.167 -2.045 -0.580
H -3.263 -1.598 -0.463
H -3.906 -0.092 0.208
H -2.938 0.186 -1.191
H -2.053 0.579 1.269
H -1.868 -1.082 1.590
H 0.359 1.363 -1.055
H -1.360 1.115 -1.164
H -0.554 1.923 0.271
H -1.200 -1.791 -1.005

Cartesian forces, eV/Å:
2.367 3.078 1.258
0.204 -2.294 -1.266
0.919 -2.290 -2.921
0.180 -1.158 0.022
-1.717 1.276 -0.286
0.188 -0.984 1.927
-0.056 -0.362 0.644
-2.139 2.378 1.178
2.076 -0.101 -0.952
-1.085 -3.648 -2.198
1.850 0.069 0.914
-1.811 -1.548 -0.855
-0.614 1.040 0.946
-0.319 0.141 0.850
0.331 1.876 -0.369
-0.915 0.082 0.399
0.016 -1.396 0.961
-0.049 0.409 0.539
0.251 -0.266 -0.708
-1.565 -0.222 0.707
0.339 1.527 0.301
-0.663 -0.487 -0.992
2.210 2.882 -0.099

Computed properties:
- energy above the lowest of the compared OMol25 structures with the same formula, charge and spin (kcal/mol) = 105.5
- structure (SMILES) = CC[C@]([NH3+])(O)On1ccnc1
- DFT total energy (eV) = -14971.850
- charge = +1
- E_HOMO (eV) = -12.66

---

(8)
Below is one molecule with the formula C6H12N3O2PS in a non-equilibrium geometry, with properties calculated with wB97M-V/def2-TZVPD.

CARTESIAN COORDINATES (ANGSTROEM)
C 3.245 -1.123 -0.252
C -1.283 -0.758 0.844
C -2.166 -0.194 -0.241
C -0.287 -1.901 0.234
C -2.450 1.276 -0.268
C 1.111 -1.676 0.502
N 1.869 -1.104 -0.350
N 1.618 1.185 0.274
N -1.192 2.053 -0.198
O 3.925 0.113 -0.315
O 3.950 -2.140 -0.209
P 3.306 1.536 -0.039
S 1.845 1.687 -1.484
H -1.656 -1.084 1.858
H -0.523 0.004 1.199
H -3.179 -0.585 -0.281
H -1.859 -0.508 -1.372
H -0.372 -1.863 -0.833
H -0.518 -2.958 0.546
H -3.152 1.461 -1.050
H -2.969 1.573 0.709
H 1.601 -1.955 1.413
H 1.306 2.036 0.598
H -1.533 3.091 -0.322
H -0.639 1.835 -0.961

Cartesian forces, eV/Å:
2.257 -2.417 0.301
3.262 -0.639 1.107
-0.929 -0.961 -2.888
-2.172 -0.567 0.694
0.801 0.655 3.300
2.326 0.755 -0.447
0.116 -1.185 -0.546
1.786 -0.533 -1.579
-3.326 3.335 0.980
-0.132 -2.591 0.245
-1.996 2.708 -0.130
-0.730 1.476 0.128
-0.333 0.107 -0.138
-0.566 0.084 -1.497
-1.033 -0.235 -0.776
-0.165 -0.755 0.566
0.074 0.678 2.663
-0.259 -0.024 -0.590
-0.127 1.055 -0.081
-0.215 0.498 -0.907
0.312 -0.528 -1.217
-0.179 -0.467 0.916
-1.469 2.342 1.668
1.358 -2.449 0.238
1.338 -0.342 -2.008

Computed properties:
- energy above the lowest of the compared OMol25 structures with the same formula, charge and spin (kcal/mol) = 5.2
- structure (SMILES) = NCCCC/C=N/C(=O)Op1[nH]s1
- DFT total energy (eV) = -35103.690
- charge = 0
- E_HOMO (eV) = -9.11

---

(9)
Below is an isolated ion of composition C6H12N3O2S and charge +1 in a non-equilibrium geometry, with properties calculated with wB97M-V/def2-TZVPD.

CARTESIAN COORDINATES (ANGSTROEM)
C -2.920 -0.612 -1.493
C 2.354 -0.180 1.491
C -1.492 0.719 0.047
C -0.407 -0.690 -0.574
C 0.502 -0.050 -1.708
C 0.389 -1.302 0.572
N -2.668 0.455 -0.642
N 2.996 0.685 2.206
N 1.034 -0.318 1.433
O -3.943 -0.862 -2.118
O -0.906 1.954 -0.088
S -1.577 -1.790 -1.421
H 2.917 -1.017 0.970
H -1.652 0.659 1.087
H 1.310 -0.791 -1.924
H 0.900 0.876 -1.543
H -0.175 0.090 -2.574
H 1.115 -1.838 0.077
H -0.352 -1.770 1.107
H -3.189 1.264 -0.999
H 3.956 0.660 2.155
H 2.607 1.453 2.732
H 0.418 0.142 2.105
H -1.219 2.259 -0.898

Cartesian forces, eV/Å:
-1.159 -1.514 -0.288
-1.767 -2.207 -0.602
2.506 -3.225 -0.634
-0.819 4.092 -0.710
-1.848 -3.253 -0.148
-1.215 2.674 -1.103
-2.110 1.573 -2.170
-1.222 0.545 0.268
0.993 0.279 0.312
2.212 1.179 1.287
0.396 -0.779 1.121
0.326 -0.247 0.615
-0.433 1.557 0.403
-0.043 -0.822 1.522
-0.609 0.619 -0.276
1.244 2.406 1.115
0.714 -0.352 0.193
1.688 -2.017 -0.347
-0.973 -1.979 1.627
-0.127 -0.243 0.748
2.508 0.000 0.041
-0.379 -0.072 -0.079
0.438 0.267 -0.407
-0.321 1.518 -2.488

Computed properties:
- energy above the lowest of the compared OMol25 structures with the same formula, charge and spin (kcal/mol) = 30.3
- structure (SMILES) = C[C@]1(C/[NH+]=C/N)SC(=O)N[C@@H]1O
- DFT total energy (eV) = -25809.588
- charge = +1
- E_HOMO (eV) = -12.43

---

(10)
Below is an isolated ion of composition C6H12N3S and charge +1 in a non-equilibrium geometry, with properties calculated with wB97M-V/def2-TZVPD.

CARTESIAN COORDINATES (ANGSTROEM)
C 0.076 -1.412 0.718
C 1.694 2.001 -0.706
C 2.211 2.292 0.485
C 0.499 -0.025 2.723
C -2.963 -1.314 -1.118
C 2.627 1.136 1.414
N 0.191 -0.449 1.572
N -0.784 -1.550 -0.273
N -1.795 -0.680 -0.593
S 1.550 1.225 2.938
H 0.641 -2.288 0.731
H 1.553 2.910 -1.399
H 1.703 0.921 -1.032
H 2.693 3.255 0.762
H -0.190 -0.257 3.593
H -3.510 -0.443 -1.496
H -2.759 -2.114 -1.761
H -3.444 -1.714 -0.259
H 3.598 1.332 1.822
H 2.402 0.184 0.942
H -0.702 -2.174 -1.025
H -1.971 -0.056 0.268

Cartesian forces, eV/Å:
-1.042 -0.253 -0.517
0.759 1.272 -0.864
1.622 -1.023 0.318
-2.133 0.238 0.974
-0.799 1.910 1.758
-2.080 1.656 -0.093
-0.627 -1.375 -1.898
-0.601 1.410 1.266
1.341 3.231 1.763
1.722 0.673 0.742
1.704 -1.071 0.526
-0.052 -2.040 0.720
-0.725 1.486 0.125
-1.228 -0.409 -0.225
1.050 0.074 -0.727
-0.390 -0.921 -0.537
0.363 -0.709 -1.493
-1.318 -0.733 0.463
0.687 -0.514 0.003
0.628 -0.110 0.168
1.013 -1.464 -0.509
0.106 -1.326 -1.962

Computed properties:
- energy above the lowest of the compared OMol25 structures with the same formula, charge and spin (kcal/mol) = 83.1
- DFT total energy (eV) = -21711.904
- charge = +1
- E_HOMO (eV) = -12.44

---

Which formula does entry 1 have?
C6H12N2O4

---

Among the records above, which one has the lowest DFT total energy?
C6H12N3O2PS

---

Which of these has the lowest energy above the lowest of the compared OMol25 structures with the same formula, charge and spin?
C6H12N3O2PS